Molecular formula: C29H30BrNO11S
Method: DFT, wB97M-V/def2-TZVPD

Computed properties:
Kohn-Sham gap = 8.10 eV
Max |F| = 1.00 eV Å⁻¹
E_tot = -135444.5386 eV

Each line ends with the Löwdin charge.
CARTESIAN COORDINATES (ANGSTROEM)
C -3.12054 1.10324 -2.13751  -0.078
C -2.06572 0.21265 -2.79318  -0.427
C -1.62865 0.80500 -4.13149  -0.084
C -0.86215 -0.03700 -1.86172  -0.127
C -0.85987 -1.44108 -1.21935  -0.038
C -0.59617 -1.53084 0.29037  -0.404
O -0.60794 -0.29459 0.97043  0.094
C -1.74615 0.26225 1.21948  -0.319
N -2.68921 0.89135 1.42223  0.212
O -1.57538 -2.42436 0.88549  -0.119
S -1.07735 -3.93056 0.62025  0.611
O -1.06344 -4.65418 1.83871  -0.204
O -1.79132 -4.45988 -0.48113  -0.195
O 0.42711 -3.58247 0.20453  -0.141
C 0.67462 -2.25033 0.72279  -0.243
C 2.02236 -1.63206 0.43405  -0.078
C 2.63967 -2.01831 -0.93062  -0.253
C 4.01420 -2.68244 -0.82726  -0.593
Br 4.03672 -4.50796 -1.49257  0.628
H -3.93775 1.28452 -2.83955  0.077
H -2.69864 2.07845 -1.88253  0.084
H -3.55524 0.64510 -1.24886  0.065
H -2.55453 -0.74217 -3.01305  0.130
H -1.24036 1.81965 -4.01293  0.083
H -2.48292 0.86053 -4.80921  0.077
H -0.87772 0.17832 -4.61655  0.074
H 0.04267 0.05039 -2.46776  0.105
H -0.79420 0.75605 -1.11658  0.110
H -1.82660 -1.91211 -1.39489  0.126
H -0.12714 -2.06770 -1.72381  0.125
H 0.57174 -2.36893 1.80695  0.166
H 2.69624 -1.92911 1.23797  0.121
H 1.91813 -0.54793 0.50972  0.123
H 2.76316 -1.11296 -1.52375  0.074
H 1.95594 -2.65771 -1.48628  0.081
H 4.37133 -2.73592 0.19804  0.051
H 4.75627 -2.14921 -1.41372  0.047
C 1.81213 4.38099 4.35844  0.024
C 2.24132 3.56076 3.40367  0.018
C 1.28854 2.88565 2.48811  -0.379
O 1.67733 2.12959 1.61989  0.091
C -0.15697 3.16117 2.67418  0.023
C -0.58895 3.97756 3.63060  0.032
C 0.36244 4.65530 4.54840  -0.383
O -0.02365 5.40305 5.41883  0.112
H 2.48371 4.88592 5.04103  0.122
H 3.29033 3.34381 3.24683  0.120
H -0.82734 2.65360 1.99282  0.092
H -1.63904 4.18831 3.78766  0.126
C -4.66053 -3.14347 2.89987  0.023
C -3.79938 -3.26558 3.90619  0.022
C -3.88671 -2.39221 5.10354  -0.385
O -3.09974 -2.49559 6.01981  0.104
C -4.97448 -1.38021 5.13485  0.018
C -5.83491 -1.25900 4.12810  0.020
C -5.74688 -2.13212 2.92880  -0.385
O -6.53175 -2.02178 2.01239  0.106
H -4.61278 -3.76778 2.01599  0.124
H -2.99899 -3.99559 3.89937  0.116
H -5.01678 -0.75598 6.01838  0.120
H -6.63370 -0.52837 4.12584  0.121
C 5.07510 1.50701 -3.22247  0.023
C 5.79154 2.45330 -3.82180  0.026
C 5.33706 3.07453 -5.09369  -0.383
O 5.98959 3.93525 -5.63983  0.115
C 4.05178 2.59817 -5.66805  0.026
C 3.33648 1.65158 -5.06748  0.024
C 3.79264 1.03374 -3.79861  -0.370
O 3.13713 0.17088 -3.25061  0.087
H 5.38385 1.03979 -2.29580  0.121
H 6.72981 2.81765 -3.42353  0.124
H 3.74264 3.06622 -6.59384  0.124
H 2.39800 1.28614 -5.46461  0.121

Molecular formula: C29H30ClGaN10OS
Method: DFT, wB97M-V/def2-TZVPD

Computed properties:
Kohn-Sham gap = 4.91 eV
Max |F| = 3.75 eV Å⁻¹
Total charge = +2
E_tot = -123232.3265 eV
Relative energy (zero: lowest compared OMol25 entry of this formula, charge and spin) = 47.55 kcal/mol

Each line ends with the Löwdin charge.
CARTESIAN COORDINATES (ANGSTROEM)
Ga 2.43113 0.55770 0.55872  0.612
Cl 3.74286 -5.71750 -2.80561  0.708
C 3.76167 -4.12179 -2.10155  -0.631
C 4.32068 -3.06670 -2.78173  -0.065
C 4.43064 -1.82790 -2.18622  0.031
C 3.76078 -1.60037 -0.94329  -0.253
O 3.82188 -0.40535 -0.36121  -0.074
C 3.02544 -2.67850 -0.29979  -0.119
C 2.19140 -2.43679 0.81093  0.038
N 1.89556 -1.22653 1.36609  0.044
C 1.17395 -1.19725 2.55543  -0.219
C 1.06044 -2.26136 3.47225  0.025
C 0.18479 -2.21065 4.56906  0.007
C -0.39082 -0.94535 4.85280  0.011
C -0.10188 0.17063 4.07826  -0.123
C -0.44368 1.52267 4.50469  0.084
C 0.00063 2.60451 3.75588  -0.021
C 0.80429 2.38592 2.65214  -0.087
N 1.11826 1.16970 2.22124  0.064
C 0.70563 0.05281 2.92424  -0.166
C 3.12689 -3.96598 -0.86911  -0.020
H 4.78878 -3.28421 -3.72532  0.122
H 5.04691 -1.05733 -2.63132  0.126
H 1.77480 -3.26568 1.32220  0.123
H 1.70249 -3.11915 3.37125  0.119
H -0.01549 -3.01751 5.25547  0.122
H -1.12282 -0.81567 5.62037  0.122
H -1.05056 1.72864 5.36725  0.131
H -0.38281 3.63856 3.85752  0.137
H 1.20755 3.18811 2.03199  0.127
H 2.64719 -4.72934 -0.36785  0.098
N -0.66314 -0.09429 -0.57143  0.228
C -0.06787 0.94340 -1.22216  -0.338
N -0.70032 1.56668 -2.23435  0.197
C -0.00593 2.54024 -2.88776  -0.403
N -0.56398 3.08916 -3.97605  0.213
N 1.17724 3.00065 -2.50226  0.200
C 1.73435 2.34006 -1.47668  -0.246
N 1.21046 1.28045 -0.83923  0.139
C 3.04514 2.71456 -1.05512  -0.179
C 3.70097 3.71807 -1.75666  0.062
C 4.80297 4.44266 -1.15406  0.027
C 5.24509 4.02804 0.09079  0.002
C 4.62576 2.86967 0.65088  -0.040
N 3.49746 2.29842 0.20017  0.080
H -1.62452 -0.31506 -0.78295  0.106
H -0.29179 -0.44028 0.30874  0.090
H -1.42526 2.76603 -4.34845  0.112
H -0.08811 3.87246 -4.44289  0.145
H 3.25601 3.97741 -2.72774  0.129
H 5.27637 5.29292 -1.67917  0.138
H 6.09421 4.44334 0.64860  0.134
H 5.15900 2.43869 1.50397  0.141
C -3.78215 -0.28962 -2.92325  -0.093
C -4.76055 0.73351 -2.30391  -0.233
N -4.73582 0.77153 -0.85579  -0.054
C -5.09136 -0.21704 -0.03087  -0.873
S -4.78744 -0.00664 1.64702  0.529
N -5.60546 -1.35967 -0.49545  -0.020
C -6.13457 -2.40878 0.40184  -0.275
C -5.01916 -3.33364 0.94946  -0.113
H -4.13386 -0.74566 -3.85574  0.080
H -3.58763 -1.12012 -2.21600  0.063
H -2.80785 0.19011 -3.10923  0.038
H -5.80235 0.49120 -2.58547  0.121
H -4.50243 1.77638 -2.60338  0.125
H -4.47535 1.67460 -0.40885  0.130
H -5.52636 -1.57645 -1.52060  0.148
H -6.81140 -3.02080 -0.25565  0.124
H -6.75583 -1.86060 1.17647  0.112
H -4.27228 -2.62876 1.40986  0.024
H -4.55389 -3.88583 0.07680  0.083
H -5.46495 -4.02534 1.68179  0.076

Molecular formula: C29H30ClMnN9O4S
Method: DFT, wB97M-V/def2-TZVPD

Computed properties:
<S²> = 8.7543
Kohn-Sham gap (spin up / spin down) = 7.27 / 7.22 eV
Max |F| = 0.60 eV Å⁻¹
E_tot = -106843.1377 eV
Spin multiplicity = 6
Relative energy (zero: lowest compared OMol25 entry of this formula, charge and spin) = 0.00 kcal/mol

Each line ends with the Löwdin charge.
CARTESIAN COORDINATES (ANGSTROEM)
Mn -0.22301 0.12830 0.36722  0.830
O -2.11431 1.64535 -3.28281  0.052
C -2.14661 2.97283 -3.05848  -0.289
C -2.58985 3.79403 -4.09434  -0.022
C -2.65369 5.16414 -3.92176  -0.091
C -2.28398 5.74315 -2.71201  -0.099
C -1.85369 4.93048 -1.67871  -0.037
C -1.77328 3.54874 -1.83210  -0.097
C -1.28373 2.69732 -0.72084  -0.436
O -0.79367 1.53268 -1.03301  -0.161
N -1.32341 3.15508 0.49367  0.071
N -0.89500 2.18893 1.38938  -0.016
C 0.23280 2.40193 1.94227  -0.100
C 0.82024 1.41415 2.86486  -0.283
C 1.96871 1.72928 3.57562  -0.010
C 2.53152 0.75565 4.38822  -0.043
C 1.92493 -0.48924 4.45715  -0.043
C 0.78768 -0.71216 3.69144  -0.131
N 0.24718 0.20891 2.90370  0.090
H -1.62222 1.24966 -2.52588  0.071
H -2.87504 3.32821 -5.02858  0.116
H -2.99382 5.78766 -4.73923  0.101
H -2.33393 6.81544 -2.57980  0.095
H -1.56384 5.35193 -0.72535  0.106
H 0.81851 3.29231 1.70313  0.133
H 2.41400 2.71024 3.47741  0.116
H 3.43223 0.96093 4.95132  0.111
H 2.33123 -1.28445 5.06606  0.110
H 0.30655 -1.68365 3.69714  0.108
C -3.97859 -2.29733 2.41702  -0.063
N -3.37253 -2.91570 1.25192  -0.165
C -4.31774 -3.68517 0.44737  -0.047
C -2.34134 -2.23174 0.64363  -0.417
N -1.96969 -1.03949 0.93269  0.125
N -1.65682 -2.99039 -0.29141  0.137
C -0.77301 -2.52568 -1.26574  -0.492
N -0.31735 -3.53430 -2.08321  0.156
N -0.41009 -1.30871 -1.33398  0.115
H -4.58573 -3.04496 2.92438  0.092
H -4.62702 -1.45299 2.15357  0.100
H -3.20716 -1.95598 3.10514  0.092
H -4.64309 -4.56531 1.00176  0.091
H -3.86482 -4.00533 -0.48492  0.078
H -5.19739 -3.08024 0.20400  0.096
H -2.61923 -0.56234 1.54665  0.068
H -1.70632 -3.98758 -0.17548  0.143
H -0.98658 -4.22497 -2.38474  0.098
H 0.29480 -3.20658 -2.82101  0.061
H 0.20785 -1.19838 -2.15171  -0.017
Cl 3.28131 -5.64186 3.88126  0.655
C 3.16421 -4.24244 2.85383  -0.669
C 1.92264 -3.85677 2.37495  -0.110
C 1.83258 -2.72957 1.57465  -0.044
C 2.96945 -2.00732 1.23816  -0.125
C 4.20858 -2.42701 1.70554  -0.004
C 4.31215 -3.53796 2.52730  -0.094
C 2.88039 -0.77106 0.38267  -0.570
O 3.87108 -0.40856 -0.26171  0.022
O 1.74591 -0.18684 0.35539  -0.130
H 1.04435 -4.43370 2.63187  0.103
H 0.86895 -2.40135 1.20452  0.092
H 5.08757 -1.86928 1.41165  0.122
H 5.27078 -3.86336 2.90682  0.105
S 1.70442 -0.97446 -3.98814  0.556
C 1.72003 0.63832 -3.45316  -0.772
N 2.43454 0.98631 -2.35558  0.068
C 2.48712 2.22519 -1.82803  -0.072
C 1.82058 3.25618 -2.41458  -0.057
C 1.07494 2.97241 -3.57197  -0.054
C 1.02249 1.70222 -4.07523  -0.090
H 2.97675 0.26360 -1.85172  0.104
H 3.08183 2.30251 -0.92881  0.130
H 1.84787 4.24793 -1.98864  0.108
H 0.51914 3.76578 -4.05668  0.115
H 0.42971 1.46638 -4.94603  0.107